{"formula": "C25H41O13", "method": "ωB97M-V/def2-TZVPD", "symbols": ["C", "C", "O", "C", "C", "O", "C", "C", "O", "C", "O", "C", "C", "O", "H", "H", "H", "H", "H", "H", "H", "H", "H", "H", "H", "H", "H", "H", "H", "H", "H", "O", "C", "O", "C", "C", "C", "H", "H", "H", "H", "H", "H", "O", "C", "O", "C", "C", "C", "H", "H", "H", "H", "H", "H", "O", "C", "O", "C", "C", "C", "H", "H", "H", "H", "H", "H", "O", "C", "O", "C", "C", "C", "H", "H", "H", "H", "H", "H"], "coordinates": [[0.41, -2.58, 2.06], [0.78, -2.06, 3.59], [0.32, -0.69, 3.89], [-1.16, -0.59, 3.85], [-1.54, 0.59, 2.74], [-0.31, 0.78, 1.92], [-0.66, 1.38, 0.60], [-1.23, 0.22, -0.41], [-2.14, 0.95, -1.34], [-0.05, -0.47, -1.32], [1.29, 0.11, -1.16], [2.23, -0.56, -2.11], [3.35, 0.28, -3.00], [2.21, -1.91, -2.33], [-0.33, -1.85, 1.50], [-0.17, -3.61, 2.19], [1.37, -2.84, 1.42], [1.97, -2.02, 3.63], [0.47, -2.86, 4.40], [-1.61, -0.20, 4.88], [-1.70, -1.61, 3.63], [-1.86, 1.58, 3.31], [-2.48, 0.30, 2.08], [-1.59, 2.10, 0.84], [0.17, 2.07, 0.16], [-2.95, 1.15, -0.75], [-0.42, -0.40, -2.45], [-0.06, -1.64, -1.06], [2.94, 1.32, -3.34], [3.70, -0.40, -3.90], [4.29, 0.47, -2.31], [5.12, 1.45, -5.62], [5.36, 2.52, -5.07], [4.43, 3.48, -4.81], [5.09, 4.63, -4.26], [6.39, 4.11, -3.70], [6.72, 2.97, -4.63], [5.24, 5.36, -5.06], [4.46, 5.08, -3.49], [7.16, 4.88, -3.65], [6.22, 3.72, -2.69], [7.28, 3.31, -5.50], [7.26, 2.18, -4.11], [-3.64, 1.27, 4.47], [-3.59, 2.00, 5.44], [-2.50, 2.12, 6.26], [-2.82, 2.98, 7.35], [-3.98, 3.81, 6.87], [-4.70, 2.87, 5.94], [-3.08, 2.36, 8.21], [-1.95, 3.59, 7.60], [-4.60, 4.19, 7.68], [-3.61, 4.67, 6.30], [-5.43, 2.25, 6.48], [-5.18, 3.41, 5.12], [-6.84, 2.43, 1.21], [-6.45, 1.39, 0.70], [-5.43, 1.31, -0.21], [-5.33, -0.03, -0.68], [-5.97, -0.88, 0.39], [-7.04, 0.03, 0.93], [-5.84, -0.11, -1.64], [-4.27, -0.29, -0.82], [-6.35, -1.83, 0.01], [-5.24, -1.10, 1.18], [-7.97, -0.05, 0.36], [-7.22, -0.14, 1.99], [2.81, -7.77, -5.38], [3.06, -6.71, -4.83], [2.13, -5.74, -4.57], [2.78, -4.60, -4.02], [4.08, -5.11, -3.46], [4.42, -6.25, -4.39], [2.93, -3.87, -4.82], [2.15, -4.15, -3.25], [4.86, -4.34, -3.41], [3.92, -5.50, -2.45], [4.98, -5.91, -5.26], [4.95, -7.05, -3.87]], "mulliken_charge": [-0.3611, -0.3145, -0.3262, -0.3531, 0.4461, -0.3083, -0.5637, -0.0981, -0.4105, -0.5743, -0.2116, 0.3422, -0.7023, -0.4860, -0.0437, 0.2252, 0.2399, 0.2272, 0.2266, 0.0644, 0.2268, 0.0744, -0.0941, 0.2582, 0.1532, 0.2584, 0.2270, 0.1494, 0.2544, 0.2584, 0.2526, -0.5891, 0.5637, -0.3320, -0.4148, -0.4989, -0.3868, 0.2603, 0.3118, 0.3128, 0.2677, 0.2678, 0.2540, -0.4625, 0.4746, -0.2947, -0.4755, -0.5043, -0.4812, 0.2792, 0.3015, 0.3177, 0.2839, 0.2680, 0.2862, -0.6488, 0.4941, -0.3412, -0.2281, -0.5551, -0.3226, 0.2508, 0.2032, 0.3498, 0.2212, 0.2397, 0.2782, -0.6092, 0.4560, -0.3253, -0.1626, -0.4868, -0.3176, 0.1501, 0.2359, 0.3014, 0.2632, 0.2419, 0.2652], "fmax_ev_per_a": 8.2, "homo_lumo_gap_ev": 3.91, "molar_mass_g_mol": 549.59, "total_energy_ha": -1955.073313, "multiplicity": 1, "homo_energy_ha": -0.0654, "total_charge": -1}